This record from OMol25 describes a cluster of 4 separate species, C9H21Br4Cl2NO in total. The level of theory is wB97M-V/def2-TZVPD.

Max |F| (Eh/bohr): 0.083
HOMO level (alpha / beta) (eV): -12.39 / -12.37
LUMO (alpha / beta) (eV): -2.66 / -8.57
Multiplicity: 2
Net charge: +1
<S²>: 0.755

```
38
Properties=species:S:1:pos:R:3:forces:R:3:mulliken_charge:R:1
Br -0.349 4.019 4.135 0.956 -0.854 -1.536 -0.108
C 0.565 3.372 2.439 -0.133 -0.634 0.005 -0.610
C -0.354 2.681 1.443 -1.443 0.603 0.568 -0.276
Br -1.766 3.957 0.827 0.868 -0.763 -0.121 -0.089
H 1.307 2.584 2.565 0.172 0.069 1.279 0.305
H 1.154 4.200 2.045 -0.625 0.191 -0.076 0.447
H -0.932 1.840 1.826 -0.187 0.418 0.932 0.377
H 0.176 2.098 0.690 0.411 1.107 -0.814 -0.048
Br -1.059 1.756 -1.861 -0.578 -0.559 -0.663 -0.078
C -2.234 0.621 -2.989 0.189 0.290 -2.452 -0.514
C -2.698 1.510 -4.255 -0.497 0.034 2.598 -0.701
Br -3.912 0.604 -5.481 0.754 -0.027 0.343 -0.135
H -3.045 0.170 -2.418 0.014 0.640 0.118 0.355
H -1.636 -0.196 -3.393 0.243 0.086 0.319 0.385
H -1.856 2.034 -4.708 -0.071 -0.614 -0.365 0.430
H -3.328 2.280 -3.810 0.037 0.115 -0.223 0.360
C 1.152 -2.710 0.228 0.140 -0.788 -0.037 -1.738
C 0.948 -1.237 0.603 -2.435 -2.251 -2.706 0.476
C 1.995 -0.687 1.581 1.213 2.173 -0.176 -0.292
O 3.297 -0.463 1.057 -0.552 -1.720 0.043 -0.350
C 4.211 -1.570 1.261 0.546 -0.026 0.998 -0.670
N 0.913 -0.620 -0.711 3.185 0.637 2.519 0.015
H 1.022 -3.453 1.015 0.108 0.390 0.304 0.378
H 2.146 -2.844 -0.200 0.202 -0.020 0.143 0.456
H 0.472 -3.026 -0.563 -0.105 0.264 0.095 0.418
H -0.097 -1.070 0.867 -0.032 0.062 1.532 0.118
H 1.982 -1.332 2.460 -0.056 -0.063 0.004 0.506
H 1.651 0.325 1.796 -0.086 -0.060 0.538 0.005
H 5.240 -1.280 1.046 -0.353 0.374 -0.607 0.311
H 3.978 -2.515 0.770 -0.271 0.353 -0.496 0.235
H 4.284 -1.827 2.318 -0.430 0.159 0.299 0.335
H 0.962 0.388 -0.712 -0.827 0.495 -0.551 0.215
H 1.764 -1.016 -1.085 -0.045 0.002 -1.947 0.366
C -3.347 -1.762 0.195 -0.368 -0.023 0.950 -0.479
Cl -2.681 -0.181 0.531 0.362 0.762 0.072 -0.015
Cl -2.081 -2.980 0.076 -0.045 -0.184 -0.492 -0.119
H -3.878 -2.028 1.109 -0.424 -0.037 -0.546 0.368
H -3.965 -1.641 -0.695 0.162 -0.599 0.148 0.364
```
Positions in Å, forces in eV/Å.



This record from OMol25 describes a cluster of 3 separate species, C2H9NO3 in total. The level of theory is wB97M-V/def2-TZVPD.

Max |F| (Eh/bohr): 0.084
HOMO level (alpha / beta) (eV): -14.78 / -14.88
LUMO (alpha / beta) (eV): -6.88 / -9.30
Multiplicity: 2
Net charge: +1
<S²>: 1.784
ΔE to the lowest compared entry with this formula, charge and spin (kJ/mol): 625.2

```
15
Properties=species:S:1:pos:R:3:forces:R:3:mulliken_charge:R:1
C -1.987 -1.140 -0.075 -2.968 1.362 -1.165 -0.190
N -1.227 -1.017 1.051 2.033 1.390 -3.559 0.199
C 0.134 -0.527 0.809 0.994 -0.471 0.586 -0.716
O -2.528 0.345 -0.703 1.377 -1.770 1.148 -0.399
H -2.989 -1.589 0.048 0.626 -0.200 0.008 0.354
H -1.393 -1.487 -0.983 -0.796 0.136 1.277 0.296
H 0.426 -0.697 -0.298 -0.681 -0.219 1.574 0.346
H 0.244 0.560 0.875 -0.554 0.070 0.448 0.377
H 0.856 -1.005 1.503 -0.477 0.245 -0.442 0.357
H -3.077 0.875 -0.088 0.207 -0.547 0.072 0.351
H 3.693 0.609 0.662 0.141 0.020 0.025 0.326
O 2.721 0.544 0.673 0.624 -0.429 0.704 -0.399
H 1.690 2.182 -1.642 0.277 -0.118 0.300 0.304
H 1.984 1.042 -0.516 -0.448 1.268 -1.092 0.413
O 1.453 1.308 -1.315 -0.357 -0.737 0.117 -0.619
```
Positions in Å, forces in eV/Å.



This record from OMol25 describes a cluster of 2 separate species, CH6NO in total. The level of theory is wB97M-V/def2-TZVPD.

Max |F| (Eh/bohr): 0.039
HOMO level (eV): -16.39
LUMO (eV): -5.43
Net charge: +1
ΔE to the lowest compared entry with this formula, charge and spin (kJ/mol): 43.0

```
9
Properties=species:S:1:pos:R:3:forces:R:3:mulliken_charge:R:1
O -1.328 -1.288 -0.832 -0.876 0.106 0.338 -0.639
H 0.107 -0.631 0.371 -0.415 0.245 0.285 0.330
H -1.453 -1.791 -1.636 0.358 -0.319 -0.454 0.322
H -2.252 -1.219 -0.529 0.481 0.135 0.160 0.326
C 0.983 1.169 0.881 0.099 2.015 0.157 -0.022
N 0.659 0.200 0.147 0.558 -0.731 0.180 -0.129
H 0.655 1.434 1.875 -0.498 -1.095 0.341 0.287
H 1.566 2.006 0.496 0.242 -0.551 -0.503 0.249
H 1.064 0.120 -0.771 0.050 0.195 -0.505 0.276
```
Positions in Å, forces in eV/Å.



This record from OMol25 describes a cluster of 5 separate species, C43H58F4NO3 in total. The level of theory is wB97M-V/def2-TZVPD.

Max |F| (Eh/bohr): 0.067
HOMO level (alpha / beta) (eV): -8.63 / -9.19
LUMO (alpha / beta) (eV): 0.58 / -0.03
Multiplicity: 2
<S²>: 0.755
ΔE to the lowest compared entry with this formula, charge and spin (kJ/mol): 848.3

```
109
Properties=species:S:1:pos:R:3:forces:R:3:mulliken_charge:R:1
C -0.852 3.768 -5.929 -0.250 -0.986 0.558 -1.008
C -1.180 2.483 -4.912 1.538 1.232 0.191 -0.020
O -2.425 2.744 -4.171 0.158 -2.188 -1.073 -0.349
C -3.287 1.546 -4.103 0.019 -1.160 0.157 -0.777
C -2.773 0.460 -2.953 0.744 0.850 -0.266 1.088
C -2.990 0.972 -1.412 -0.680 -1.610 0.025 -0.683
C -1.952 0.123 -0.448 -1.125 0.744 1.172 0.423
C -0.432 0.713 -0.388 -0.225 0.540 0.077 -1.170
C 0.774 -0.394 -0.493 0.865 1.106 0.619 2.373
C 2.034 0.267 0.393 -0.818 1.370 -1.313 -1.319
O 3.287 -0.492 0.259 -0.519 2.421 -0.149 -0.275
C 4.395 0.430 -0.092 1.100 -1.107 -0.637 -0.170
C 5.740 -0.547 -0.261 -1.654 0.419 -0.063 -0.644
C 1.285 -0.407 -2.038 0.181 0.287 -0.176 -0.334
C 1.523 -1.846 -2.742 1.470 1.474 -2.715 1.057
C 3.033 -1.770 -3.462 -0.579 -1.400 -0.159 -1.174
C 0.474 -1.956 -4.041 0.678 0.751 -0.386 -1.063
N 1.553 -3.060 -1.868 -2.137 -0.996 -1.684 0.748
O 1.689 -4.200 -2.569 0.076 2.575 1.658 -0.570
C 0.466 -3.126 -0.831 -0.622 -1.936 2.249 0.645
C 0.850 -4.445 0.129 -0.834 0.316 0.227 -0.987
C -1.039 -3.500 -1.436 0.918 0.333 -0.777 -0.764
C 0.471 -1.843 0.190 0.436 -0.801 0.207 -0.920
H 0.237 3.601 -6.351 -2.303 0.357 0.658 0.317
H -0.850 4.773 -5.305 -0.199 -2.146 -1.379 0.252
H -1.673 3.763 -6.785 1.909 0.275 1.785 0.276
H -0.291 2.468 -4.133 -1.695 -0.127 -1.424 0.043
H -1.146 1.461 -5.481 -0.429 1.916 0.971 0.289
H -4.386 1.899 -3.911 2.177 -0.564 -0.256 0.305
H -3.241 0.974 -5.125 -0.212 1.169 1.728 0.324
H -1.609 0.360 -3.118 -2.184 0.192 0.235 -0.832
H -3.210 -0.635 -3.141 0.686 2.507 0.497 0.332
H -2.954 2.132 -1.259 0.233 -2.219 -0.469 0.013
H -4.082 0.614 -1.093 2.250 0.931 -0.621 0.376
H -2.396 0.216 0.657 0.939 -0.366 -2.285 -0.116
H -2.055 -1.003 -0.740 0.504 2.111 0.430 -0.193
H -0.357 1.535 -1.250 0.157 -1.866 1.735 0.143
H -0.276 1.323 0.621 -0.512 -1.333 -1.993 0.299
H 1.693 0.478 1.492 0.806 -0.797 -1.791 0.300
H 2.213 1.336 -0.105 -0.458 -2.068 1.080 0.452
H 4.535 1.269 0.712 -0.279 -1.600 -1.412 0.293
H 4.203 0.924 -1.160 0.229 -0.903 2.272 0.189
H 6.602 0.160 -0.616 -1.420 -1.710 0.700 0.295
H 5.427 -1.363 -1.062 0.952 1.858 1.536 -0.001
H 5.951 -1.127 0.734 -0.210 1.383 -1.869 0.287
H 0.529 0.203 -2.731 1.528 -1.442 1.575 -0.542
H 2.304 0.212 -2.103 -2.232 -1.463 0.279 -0.147
H 3.264 -0.697 -3.879 -0.472 -2.179 0.881 0.333
H 3.015 -2.577 -4.341 0.206 1.910 1.812 0.373
H 3.827 -2.155 -2.689 -1.429 1.064 -1.426 0.069
H -0.604 -1.574 -3.790 2.009 -1.030 -0.404 0.177
H 0.503 -3.004 -4.564 -0.195 1.936 1.313 0.288
H 0.912 -1.185 -4.840 -0.958 -1.579 1.721 0.310
H 0.794 -5.455 -0.461 0.275 2.116 0.972 0.315
H -0.020 -4.498 0.945 2.113 0.167 -1.536 0.136
H 1.915 -4.304 0.632 -2.334 -0.301 -1.087 0.318
H -0.905 -4.416 -2.184 -0.362 1.850 1.836 0.350
H -1.740 -3.745 -0.532 1.313 0.411 -1.832 0.180
H -1.467 -2.617 -2.082 0.704 -1.657 1.413 -0.040
H -0.532 -1.906 0.816 1.949 0.391 -1.440 -0.197
H 1.334 -2.069 0.984 -1.796 0.578 -1.838 0.328
F -2.898 3.868 3.309 0.253 -0.095 -0.014 -0.285
C -3.503 4.409 2.244 -0.535 0.498 -1.039 0.530
C -2.843 4.430 1.019 0.032 -0.052 0.059 -0.489
C -3.475 4.989 -0.092 -0.299 0.054 0.347 -0.416
C -4.756 5.531 0.037 0.047 -0.035 0.019 -0.622
C -5.408 5.511 1.271 0.371 -0.137 -0.145 -0.418
C -4.780 4.942 2.379 0.061 -0.036 0.075 -0.370
H -1.845 4.011 0.941 -0.089 0.009 0.043 0.436
H -2.971 5.003 -1.055 -0.054 -0.021 0.177 0.469
H -5.246 5.971 -0.829 0.097 -0.088 0.174 0.379
H -6.403 5.937 1.369 0.186 -0.105 0.016 0.357
H -5.276 4.909 3.343 0.058 0.004 -0.068 0.391
F -2.190 -4.593 2.345 0.076 -0.211 -0.227 -0.327
C -2.547 -3.649 3.226 -0.307 0.829 0.807 0.274
C -3.042 -2.434 2.764 0.037 -0.054 -0.039 -0.089
C -3.418 -1.453 3.681 0.170 -0.351 0.268 -0.637
C -3.286 -1.694 5.050 -0.059 -0.023 0.016 -0.293
C -2.784 -2.914 5.504 -0.094 0.160 -0.441 -0.501
C -2.418 -3.900 4.587 0.050 -0.076 -0.062 -0.403
H -3.130 -2.262 1.696 0.001 -0.046 0.055 0.388
H -3.813 -0.503 3.330 0.095 -0.160 0.043 0.415
H -3.576 -0.926 5.765 0.081 -0.219 -0.210 0.391
H -2.678 -3.098 6.571 -0.021 -0.008 -0.208 0.367
H -2.034 -4.857 4.923 -0.015 0.080 -0.083 0.419
F 9.759 -0.685 -2.614 0.107 0.217 0.018 -0.319
C 9.135 -1.868 -2.680 -0.526 -0.983 -0.054 0.315
C 9.777 -3.008 -2.209 0.038 0.052 0.021 -0.444
C 9.126 -4.240 -2.274 -0.313 0.318 -0.201 -0.325
C 7.842 -4.320 -2.818 0.059 0.007 0.029 -0.587
C 7.207 -3.171 -3.293 0.365 -0.067 0.178 -0.235
C 7.854 -1.937 -3.218 0.049 0.057 -0.001 -0.402
H 10.778 -2.928 -1.797 -0.106 0.041 -0.038 0.403
H 9.617 -5.135 -1.901 -0.057 0.188 -0.070 0.359
H 7.336 -5.281 -2.872 0.087 0.197 0.010 0.378
H 6.209 -3.236 -3.720 0.164 0.047 0.087 0.402
H 7.372 -1.033 -3.574 0.079 -0.059 0.033 0.457
F -2.931 1.291 5.726 0.081 -0.113 -0.181 -0.210
C -3.288 2.235 6.606 -0.323 0.899 0.805 0.179
C -3.782 3.450 6.144 -0.114 -0.034 -0.093 -0.028
C -4.159 4.431 7.061 0.176 -0.424 0.300 -0.368
C -4.026 4.190 8.431 0.003 0.009 -0.047 -0.497
C -3.524 2.970 8.885 -0.091 0.172 -0.377 -0.491
C -3.158 1.984 7.968 0.038 -0.076 -0.071 -0.315
H -3.870 3.622 5.077 0.018 -0.120 0.356 0.263
H -4.553 5.381 6.710 0.087 -0.174 0.026 0.368
H -4.316 4.958 9.146 0.061 -0.154 -0.128 0.360
H -3.418 2.786 9.951 -0.020 -0.004 -0.211 0.352
H -2.775 1.027 8.303 -0.007 0.081 -0.064 0.421
```
Positions in Å, forces in eV/Å.